Density functional theory data (ωB97M-V/def2-TZVPD) for a 2-piece molecular cluster, C10H18FNO4 overall in a non-equilibrium geometry.

## Properties
Strongest force on any atom in Eh/bohr: 0.0506
SMILES string: CC[C@H](F)[C@H]1OC(=O)O[C@@H]1C.CN(C)C=O
Kohn-Sham gap in eV: 10.245
LUMO level in Ha: 0.02544
Relative energy (zero: lowest compared OMol25 entry of this formula, charge and spin) in eV: 0.088
Molar mass in g/mol: 235.3
HOMO energy in eV: -9.553

Each line ends with the Mulliken charge.
CARTESIAN COORDINATES (ANGSTROEM)
C -3.988874 1.698258 -0.642879  -1.2580
C -3.032942 2.148365 -1.757235  -0.5020
C -1.796857 2.870413 -1.289719  0.1276
F -1.215063 3.425755 -2.424287  -0.3950
C -0.701549 2.011097 -0.682167  -0.0486
O 0.161271 2.907646 0.068601  -0.3709
C 0.197271 2.498712 1.349627  0.5588
O 0.436138 3.201965 2.314670  -0.5710
O -0.065780 1.155322 1.366797  -0.3994
C -1.089899 0.970207 0.368645  0.4941
C -0.990777 -0.446083 -0.141332  -1.4912
H -4.050565 0.622773 -0.606872  0.2545
H -3.679945 2.094604 0.310420  0.4117
H -4.987931 2.061112 -0.816761  0.3746
H -2.738576 1.332608 -2.402415  0.3739
H -3.566154 2.838273 -2.393072  0.3822
H -2.026579 3.707086 -0.647669  0.3207
H -0.109795 1.655975 -1.512663  0.3356
H -2.007735 1.168158 0.894691  0.3561
H -1.687155 -0.606783 -0.949545  0.4428
H -1.185590 -1.134031 0.662830  0.3731
H 0.024447 -0.605052 -0.461063  0.2306
C 4.263503 -3.832414 0.803706  -0.9313
N 3.047469 -3.045480 0.754816  0.1263
C 3.119811 -1.606678 0.958466  -0.8639
C 1.844297 -3.598502 0.527949  0.0954
O 0.802572 -2.974378 0.483480  -0.5437
H 4.739796 -3.732066 1.780781  0.3331
H 4.962243 -3.497237 0.034818  0.3309
H 4.032886 -4.881386 0.633301  0.2964
H 2.512952 -1.315712 1.815979  0.3020
H 2.737925 -1.083442 0.081457  0.2363
H 4.152754 -1.317354 1.129897  0.3683
H 1.886433 -4.691729 0.386749  0.2500

Cartesian forces (eV/Å) of the 6 atoms listed first:
C 0.2 0.1 -0.4
C -0.4 0.0 0.2
C 0.2 -0.4 -0.4
F 0.2 0.4 -0.4
C -0.1 1.1 0.6
O -0.4 0.5 0.1

Density functional theory data (ωB97M-V/def2-TZVPD) for C9H58CdNO21 as an isolated structure in a non-equilibrium geometry.

## Properties
Strongest force on any atom in Eh/bohr: 0.0438
Total charge: +1
Kohn-Sham gap in eV: 5.085
LUMO level in Ha: -0.18089
Relative energy (zero: lowest compared OMol25 entry of this formula, charge and spin) in eV: 0.548
Molar mass in g/mol: 629.0
HOMO energy in eV: -10.007

Each line ends with the Mulliken charge.
CARTESIAN COORDINATES (ANGSTROEM)
Cd 1.335224 -4.017773 1.257484  0.8336
C -2.536837 -1.925341 0.931793  -3.1822
C -1.437809 -1.043137 0.339756  3.5915
C -2.119221 0.303787 0.022465  -1.4788
C -1.113841 1.408457 -0.270698  0.3497
C -0.108131 1.497575 0.872911  -1.7072
C 0.602514 0.185981 1.200965  1.9963
N -0.384858 -0.875218 1.346287  0.8161
O 0.277787 -2.112822 1.473419  0.3283
C 1.272023 0.403449 2.564272  -2.2219
C 1.762232 0.051482 0.188975  -0.1381
C -0.986728 -1.600439 -1.001555  -1.5227
H -2.246943 -2.979355 0.920366  0.3389
H -3.488490 -1.835519 0.405225  0.8333
H -2.749237 -1.665174 1.967627  0.2922
H -2.719376 0.658570 0.870936  0.5544
H -2.776309 0.133551 -0.833189  0.1943
H -1.648976 2.352856 -0.340195  0.5993
H -0.541110 1.188852 -1.175256  -0.4012
H -0.708226 1.821990 1.738029  0.2836
H 0.536430 2.354899 0.657297  0.1634
H 0.573475 0.690586 3.348166  0.4340
H 2.153992 1.050526 2.544709  0.2140
H 1.719053 -0.557488 2.871380  0.4148
H 2.174892 1.047674 0.009419  -0.0758
H 1.467131 -0.292764 -0.806701  0.3836
H 2.622437 -0.556077 0.487097  -0.4937
H -0.427471 -2.526783 -0.908350  -0.5047
H -0.361414 -0.928027 -1.584059  -0.1485
H -1.854114 -1.867950 -1.613575  0.8020
O -0.089208 -4.232191 -2.741215  -0.5211
H -0.177202 -5.193003 -2.699522  0.2604
H 0.114500 -4.044053 -3.668701  0.2504
O -5.423646 -0.734994 -0.491879  -0.6341
H -5.985835 -0.775014 0.290489  0.3309
H -4.910452 0.072210 -0.378481  0.2695
O -0.190491 4.861514 -0.513406  -0.6440
H -0.686894 4.269074 0.063009  0.2303
H 0.463272 5.260735 0.067020  0.2533
O -3.518492 -0.093017 4.893327  -0.6558
H -3.650332 -0.368054 5.804915  0.3019
H -2.856309 -0.715330 4.531411  0.4472
O -0.505207 -4.969598 0.553393  -0.4774
H -1.050239 -5.559302 1.092096  0.3297
H -1.034622 -4.750351 -0.234564  0.2526
O 1.154847 4.939621 2.128555  -0.5995
H 1.205944 4.099850 2.602597  0.2804
H 1.339325 5.611766 2.796763  0.2722
O 0.310966 1.617634 -3.766057  -0.5269
H 1.219745 1.782500 -3.471046  0.3022
H 0.183123 2.233682 -4.496094  0.2426
O 5.333880 0.141491 0.463855  -0.5566
H 5.889970 -0.637095 0.581543  0.2710
H 5.858261 0.726074 -0.098328  0.3019
O 1.736920 -3.539005 -0.814889  -0.4076
H 2.433121 -2.972750 -1.192212  0.3797
H 1.062110 -3.653959 -1.529962  0.4306
O 0.226402 -1.277542 -4.377706  -0.6309
H -0.713100 -1.358182 -4.592670  0.3803
H 0.318326 -0.364292 -4.056451  0.2631
O -3.508242 -4.264564 -0.915132  -0.6689
H -3.229412 -4.726302 -0.119530  0.3384
H -3.111642 -3.385992 -0.837889  0.2635
O -3.951311 3.008576 -1.595610  -0.6939
H -3.211842 2.652151 -1.090714  0.1247
H -4.734653 2.836090 -1.062645  0.2643
O 3.997605 -2.210183 -1.529223  -0.7559
H 3.650550 -1.629369 -0.833453  0.2328
H 4.763397 -1.738490 -1.872964  0.3491
O -2.294397 4.224694 2.058969  -0.6161
H -1.374390 4.337331 2.328758  0.3208
H -2.620126 3.493060 2.597220  0.3283
O -2.519174 -0.064849 -4.465968  -0.6380
H -2.746950 0.293452 -3.600601  0.3106
H -2.022004 0.640782 -4.893436  0.2832
O -1.624156 -1.941883 4.018220  -0.7955
H -1.327564 -1.920389 3.091670  0.2013
H -0.812179 -1.883702 4.532265  0.2927
O 2.822864 4.452374 -0.486223  -0.7015
H 2.379727 4.673077 0.348111  0.2775
H 2.264601 4.845380 -1.168976  0.3762
O 3.110010 2.119974 -2.768238  -0.7045
H 4.035883 2.117519 -2.508324  0.2952
H 2.694536 2.770898 -2.183880  0.2914
O 3.049654 -2.835613 1.789646  -0.5049
H 4.006167 -2.963907 1.747081  0.2960
H 2.890845 -1.947314 2.156634  0.2885
O 4.621594 3.013439 1.169326  -0.6625
H 4.017822 3.184189 0.430253  0.3966
H 4.435998 2.104778 1.433863  0.2657

Cartesian forces (eV/Å) of the 6 atoms listed first:
Cd -1.2 1.9 -0.3
C 0.1 -0.5 0.2
C -0.8 0.7 -0.5
C 0.4 0.4 0.4
C 0.5 -0.8 0.0
C -1.7 0.8 0.3

Density functional theory data (ωB97M-V/def2-TZVPD) for C9H8Br9NO2 as an isolated structure in a non-equilibrium geometry.

## Properties
Strongest force on any atom in Eh/bohr: 0.0451
<S²>: 0.755
Total charge: -1
2S+1: 2
Kohn-Sham gap (alpha / beta) in eV: 3.222 / 7.714
LUMO level (alpha / beta) in Ha: 0.05504 / 0.05489
Relative energy (zero: lowest compared OMol25 entry of this formula, charge and spin) in eV: 1.065
Molar mass in g/mol: 881.3
HOMO energy (alpha / beta) in eV: -1.724 / -6.221

Each line ends with the Mulliken spin population.
CARTESIAN COORDINATES (ANGSTROEM)
C -11.155611 5.458073 28.988473  0.0043
Br -9.862196 5.299966 30.465721  0.0007
Br -12.737176 4.282234 29.311285  0.0003
Br -10.462031 5.061226 27.114426  0.0017
H -11.406147 6.518090 28.947308  -0.0018
C -9.294530 8.447276 25.949151  0.2372
Br -9.579688 10.440831 26.186543  0.1657
Br -7.868321 7.823049 27.252244  0.2088
Br -8.827451 8.190966 24.033419  0.2728
H -10.188332 7.882135 26.213398  0.0062
C -8.274837 8.236778 20.399367  -0.0225
Br -9.477402 7.619725 18.893848  0.0321
Br -7.406938 10.007068 19.918153  0.0270
Br -6.806290 6.937649 20.644189  0.0171
H -8.755632 8.374190 21.367902  0.0541
C -4.297815 8.044382 22.567119  0.0022
C -2.899890 8.082049 22.524244  0.0004
C -2.123779 7.345446 23.427739  0.0002
C -2.797377 6.359261 24.278640  -0.0002
C -4.203419 6.427373 24.310121  -0.0001
C -4.974878 7.297984 23.480646  -0.0141
N -2.009225 5.312871 25.110575  0.0001
O -2.601305 4.259184 25.383297  0.0000
O -0.808967 5.445076 25.329288  0.0000
H -4.924014 8.714289 21.996586  -0.0007
H -2.342471 8.771279 21.907286  0.0000
H -1.060088 7.420164 23.256363  -0.0001
H -4.697959 5.819971 25.053687  0.0003
H -6.027890 7.537316 23.463780  0.0084

Cartesian forces (eV/Å) of the 6 atoms listed first:
C 0.3 -0.7 -0.7
Br -0.6 -0.1 -1.0
Br 1.0 1.0 -0.1
Br -0.4 0.2 1.8
H -0.3 -0.4 0.1
C 0.4 0.9 1.0

Density functional theory data (ωB97M-V/def2-TZVPD) for C2H6OS2 as an isolated structure in a non-equilibrium geometry.

## Properties
Strongest force on any atom in Eh/bohr: 0.0860
Kohn-Sham gap in eV: 9.774
LUMO level in Ha: 0.02207
Relative energy (zero: lowest compared OMol25 entry of this formula, charge and spin) in eV: 1.880
Molar mass in g/mol: 110.2
HOMO energy in eV: -9.174

Each line ends with the Mulliken charge.
CARTESIAN COORDINATES (ANGSTROEM)
C -1.707303 -0.651601 -0.304977  -0.8317
C 0.883142 0.149957 -0.261745  -0.1249
O 0.547668 1.804572 0.495699  -0.5607
S 2.657001 -0.131446 -0.106398  -0.1214
S -0.168560 -1.043599 0.509910  0.0438
H -1.633497 0.497397 -0.305379  0.2830
H -2.597134 -0.972339 0.199484  0.3423
H -1.574032 -0.696959 -1.397937  0.3056
H 0.670123 0.366085 -1.403002  0.2135
H 0.298171 1.531908 1.433807  0.3133
H 2.624426 -0.853980 1.140538  0.1373

Cartesian forces (eV/Å) of the 6 atoms listed first:
C 1.4 4.0 -1.3
C -0.2 3.1 -0.3
O 0.0 -3.6 -0.1
S -0.9 -1.0 1.7
S 0.7 -0.5 0.1
H -0.8 -1.3 0.7